Entry from OMol25: C6H6FNOS in the gas phase (ωB97M-V/def2-TZVPD).

Output
**Structure (SMILES)**: C[C@@H](F)C(=O)c1nccs1
**HOMO-LUMO gap**: 9.082 eV
**Largest force on an atom**: 5.0 eV Å⁻¹
**LUMO level**: -0.40 eV

ORCA input file:
```
! RIJCOSX wB97M-V def2-TZVPD def2/J DEFGRID3
* xyz 0 1
C -2.181 -0.102 0.738
C -1.685 0.735 -0.453
F -2.549 1.800 -0.534
C -0.159 1.362 0.099
O -0.021 2.380 0.700
C 0.884 0.406 -0.185
N 0.720 -0.802 -0.628
C 1.909 -1.523 -0.589
C 2.994 -0.828 -0.152
S 2.494 0.753 0.204
H -2.457 0.585 1.467
H -3.084 -0.727 0.467
H -1.426 -0.661 1.060
H -1.330 0.307 -1.361
H 1.849 -2.565 -0.924
H 4.040 -1.121 0.092
*
```

---

Entry from OMol25: C6H6IN3OS in the gas phase (ωB97M-V/def2-TZVPD).

Output
**HOMO-LUMO gap**: 9.489 eV
**Largest force on an atom**: 3.1 eV Å⁻¹
**LUMO level**: 0.15 eV

ORCA input file:
```
! RIJCOSX wB97M-V def2-TZVPD def2/J DEFGRID3
* xyz 0 1
C -0.746 -1.282 -0.379
C -0.578 0.445 1.186
C -2.100 -1.025 -0.513
C -1.906 0.721 1.098
C -0.027 -0.547 0.450
C -2.654 -0.089 0.262
N 2.764 2.864 -0.523
N 2.931 1.770 -0.052
N 2.062 -1.735 -0.493
O 1.827 0.957 0.056
S 1.735 -0.727 0.642
I -4.739 0.322 -0.036
H -0.272 -2.013 -1.026
H 0.093 0.926 1.839
H -2.525 -1.739 -1.203
H -2.434 1.471 1.540
H 1.946 3.169 -0.945
H 2.876 -2.267 -0.345
*
```

---

Entry from OMol25: C6H6INO in the gas phase (ωB97M-V/def2-TZVPD).

Output
**HOMO-LUMO gap (alpha / beta)**: 7.715 / 7.325 eV
**Largest force on an atom**: 3.5 eV Å⁻¹
**LUMO level (alpha / beta)**: -0.83 / -1.02 eV

ORCA input file:
```
! RIJCOSX wB97M-V def2-TZVPD def2/J DEFGRID3
* xyz 0 1
C -0.721 -0.346 -1.241
C -1.046 2.035 0.614
C -0.541 -0.878 -2.542
C -1.925 1.872 -0.403
C 0.453 0.419 -0.646
C -0.017 0.960 0.686
N -0.851 -1.126 -3.621
O -1.073 -1.508 -4.717
I -3.227 3.084 -1.213
H -1.229 -0.925 -0.556
H -0.974 2.781 1.480
H 1.297 -0.168 -0.390
H 0.687 1.226 -1.369
H 0.792 1.492 1.189
H -0.419 0.199 1.244
*
```

---

Entry from OMol25: a molecular structure, C6H6LiO3 (ωB97M-V/def2-TZVPD).

Output
**HOMO-LUMO gap (alpha / beta)**: 6.056 / 6.182 eV
**Largest force on an atom**: 5.3 eV Å⁻¹
**LUMO level (alpha / beta)**: -1.69 / -1.71 eV

ORCA input file:
```
! RIJCOSX wB97M-V def2-TZVPD def2/J DEFGRID3
* xyz 0 2
O -4.023 0.869 0.316
C -3.554 0.077 -0.522
O -3.939 -0.155 -1.683
C 0.985 0.064 0.852
H 0.830 -0.878 1.402
H 0.425 0.825 1.417
C 2.462 0.411 0.790
H 2.631 1.367 0.271
H 2.863 0.530 1.804
H 3.044 -0.391 0.310
C -2.252 -0.616 -0.093
C -1.022 -0.583 -0.501
C 0.307 -0.086 -0.493
O 0.869 0.241 -1.555
Li 2.404 0.167 -2.035
H -2.030 -1.843 -0.280
*
```

---

Entry from OMol25: a gas-phase ion, C6H6N (charge +1) (ωB97M-V/def2-TZVPD).

Output
**HOMO-LUMO gap (alpha / beta)**: 7.224 / 7.049 eV
**Largest force on an atom**: 6.9 eV Å⁻¹
**LUMO level (alpha / beta)**: -8.00 / -8.16 eV

ORCA input file:
```
! RIJCOSX wB97M-V def2-TZVPD def2/J DEFGRID3
* xyz 1 1
C -1.287 1.346 0.055
C 0.014 1.258 0.093
C -1.548 -1.100 0.016
C -2.281 0.036 0.029
C 0.600 -0.184 0.061
C 2.027 -0.082 0.028
N -0.236 -1.132 0.069
H -2.161 -1.913 -0.222
H -3.326 0.039 -0.054
H 0.575 2.068 -0.012
H 2.608 -0.012 -0.922
H 2.431 -1.017 0.307
H 2.584 0.693 0.552
*
```

---

Entry from OMol25: C6H6N2 in the gas phase (ωB97M-V/def2-TZVPD).

Output
**Structure (SMILES)**: [H]/N=c1/cccccn1
**HOMO-LUMO gap**: 7.188 eV
**Largest force on an atom**: 7.8 eV Å⁻¹
**LUMO level**: -1.22 eV

ORCA input file:
```
! RIJCOSX wB97M-V def2-TZVPD def2/J DEFGRID3
* xyz 0 1
H -3.089 0.835 -0.252
N -2.654 -0.199 -0.160
C -1.384 0.010 0.015
C -0.739 -1.197 -0.098
C 0.544 -1.539 0.063
C 1.560 -0.558 -0.006
C 1.512 0.845 -0.250
C 0.336 1.698 -0.076
N -1.049 1.464 0.263
H -1.692 -1.838 -0.080
H 0.976 -2.575 0.404
H 2.655 -0.936 0.279
H 2.572 1.291 -0.389
H 0.452 2.700 0.286
*
```

---

E (eV)
-23408.2223 -31767.8716 -17950.0321 -12662.3762 -7796.1137 -9294.5883